Record 1
DFT (ωB97M-V/def2-TZVPD) results for a 9-piece molecular cluster, C39H38BF4O23 overall at a distorted geometry.

Calculated values
HOMO-LUMO gap = 0.21939 Ha
E_tot = -99688.1671 eV
Spin multiplicity = 1
HOMO = -6.82 eV
Charge = -1

Geometry as XYZ:
```
105
Properties=species:S:1:pos:R:3:forces:R:3:mulliken_charge:R:1
B -1.24985 0.76290 0.51115 0.22 -0.55 2.25 0.621
F -0.80585 1.87890 1.32515 -0.01 -0.61 -0.62 -0.444
F -2.12885 -0.00010 1.31215 -0.08 0.44 -0.70 -0.305
F -1.80585 1.31290 -0.63385 -0.79 0.44 -0.74 -0.109
F -0.21385 -0.06910 0.14115 0.64 -0.07 -0.22 -0.435
C 4.69715 4.53490 1.05215 -2.09 -8.50 -4.45 -1.174
C 5.16115 3.48990 0.09715 -2.03 3.74 4.39 0.183
C 4.24215 2.34690 -0.26585 1.44 3.10 0.48 0.861
O 4.61215 1.61190 -1.11485 1.56 -2.83 -2.56 -0.660
C 2.96715 2.39890 0.20815 -6.11 4.10 4.76 0.780
C 2.46915 3.46190 1.23715 -1.62 -6.06 -3.89 -0.177
C 3.33615 4.52190 1.63415 2.62 3.01 1.85 0.543
O 3.05015 5.43190 2.44115 -0.26 -1.80 -1.46 -0.614
O 1.20015 3.42990 1.72915 2.90 1.12 -0.57 -0.343
O 6.38515 3.54090 -0.37685 -0.61 3.93 4.59 -0.483
H 5.19115 5.35390 1.15615 3.37 4.87 0.94 0.664
H 2.16515 1.87790 -0.34085 0.60 -0.20 0.75 -0.062
H 0.69415 2.69690 1.36215 -0.49 -0.58 -0.21 0.125
H 6.60815 3.05390 -1.07485 0.63 -3.77 -4.52 0.297
C 3.25515 -4.25310 -0.50485 -4.19 3.28 0.80 -1.088
C 2.51315 -3.02510 -0.12485 -1.79 -4.38 -0.15 0.148
C 3.19715 -1.76910 0.06815 -0.99 3.84 0.04 0.864
O 2.54315 -0.77010 0.50015 1.56 -2.57 -0.67 0.086
C 4.53815 -1.68210 -0.37285 5.16 -5.75 -0.82 -0.967
C 5.33615 -2.98910 -0.71785 -0.73 6.35 1.96 0.289
C 4.62815 -4.24210 -0.94485 0.15 -0.41 0.35 0.794
O 5.29015 -5.17010 -1.38685 -0.51 -0.32 0.02 -0.619
O 6.71915 -2.98910 -0.69585 -3.59 2.92 0.47 -0.476
O 1.10315 -2.94410 0.14315 3.13 1.18 0.12 -0.384
H 2.63815 -5.13810 -0.62385 0.30 -0.03 -0.05 0.444
H 5.22015 -0.92810 -0.05185 -0.13 0.92 -0.13 0.414
H 7.07115 -3.81610 -0.91185 0.43 -2.54 -0.79 0.346
H 0.88315 -1.96610 0.50515 1.21 -2.33 -1.29 0.224
C -4.66685 -2.82210 -3.91685 -3.57 2.31 6.80 -1.088
C -5.57085 -2.97210 -2.74085 2.42 -1.77 -5.41 0.067
C -5.61585 -1.93910 -1.75385 1.63 2.29 1.30 1.075
O -6.20585 -2.10510 -0.71985 -1.59 -0.81 1.34 -0.615
C -4.73385 -0.79910 -1.86285 5.32 2.22 -4.39 -0.769
C -3.72985 -0.72210 -2.97685 -0.38 1.51 6.58 0.749
C -3.82185 -1.62910 -4.09485 1.15 -0.37 -1.90 0.250
O -3.12985 -1.41810 -5.10185 -1.27 -0.73 1.17 -0.578
O -2.47985 -0.03710 -2.84785 -2.85 -1.17 -0.70 -0.199
O -6.39485 -4.04110 -2.52485 1.22 0.62 -1.06 -0.555
H -4.62785 -3.44910 -4.67885 -0.08 -3.12 -3.10 0.642
H -4.44985 -0.01810 -1.11385 -1.14 -1.24 -0.07 0.453
H -2.28485 0.40990 -1.97885 -0.90 -0.56 -0.61 0.252
H -6.63485 -4.13210 -1.58885 0.10 0.73 0.02 0.349
C 0.11915 6.71290 -2.03485 4.52 -2.32 -3.07 -0.809
C 1.21915 5.83090 -2.61485 -2.21 6.94 1.41 0.055
C 1.23015 4.44690 -2.45785 1.01 -5.77 -0.12 1.390
O 2.23815 3.74290 -2.83185 -2.85 2.35 1.11 -0.713
C 0.04515 3.81590 -1.85985 -3.48 2.72 2.16 0.040
C -1.03985 4.69990 -1.20085 2.03 -5.39 -0.57 0.137
C -1.02785 6.16190 -1.36185 1.16 0.31 0.18 0.347
O -1.84885 6.89890 -0.87385 -0.88 -0.07 0.23 -0.565
O -2.04285 4.17690 -0.37385 2.20 3.65 -2.33 -0.619
O 2.30815 6.36590 -3.20985 -5.32 4.50 1.71 -0.517
H 0.06115 7.81190 -2.13085 0.62 -0.82 -0.14 0.393
H 0.02215 2.70190 -1.87385 -0.23 1.15 0.41 -0.056
H -1.91085 3.27490 -0.51985 -0.16 -3.10 0.30 0.080
H 2.98715 5.84390 -3.43185 3.53 -4.14 -1.04 0.322
C -2.37285 -6.81210 2.33415 -1.16 -3.87 -7.81 -0.785
C -2.56485 -6.88810 0.86115 0.03 -0.61 3.59 0.199
C -2.85285 -5.67910 0.03415 0.58 3.72 2.23 0.689
O -3.06285 -5.67310 -1.15085 -0.09 -1.23 -0.79 -0.605
C -2.72585 -4.34910 0.79415 0.59 -2.85 3.80 -0.723
C -2.44285 -4.37110 2.26215 -0.35 -0.06 -7.33 0.971
C -2.41085 -5.61910 3.00015 0.39 0.97 6.47 0.248
O -2.33685 -5.57010 4.28615 -0.31 0.06 -3.82 -0.621
O -1.92185 -3.30810 2.79115 -0.37 0.48 1.13 -0.294
O -2.63385 -8.07910 0.22515 0.18 1.41 -2.20 -0.576
H -2.41285 -7.84910 2.65815 0.32 0.58 1.16 0.397
H -2.54485 -3.49110 0.15515 -0.22 0.20 0.31 0.451
H -2.05885 -2.69110 2.07515 0.42 1.54 -0.02 0.246
H -2.68485 -7.90910 -0.82285 -0.01 -0.09 3.21 0.391
C -3.42685 1.29290 4.33015 4.69 3.08 -1.55 -0.907
C -3.60285 2.68790 3.50615 -3.41 -3.65 0.47 0.977
O -4.63585 2.83890 2.82315 2.94 0.18 1.47 -0.617
C -2.52085 3.66490 3.70015 1.75 -3.19 -9.46 -1.332
H -2.31085 1.03290 4.05115 -2.13 -0.12 0.10 -0.029
H -4.06085 0.50490 4.18015 -1.78 -1.66 -1.03 0.393
H -3.26785 1.38490 5.38015 -0.31 0.80 1.03 0.414
H -1.44685 3.27590 3.49815 -1.99 0.50 0.25 0.107
H -2.57285 4.05090 4.53315 -0.38 3.69 8.83 0.780
H -2.81585 4.42990 2.98315 0.68 0.34 -0.20 0.307
C 1.17115 -0.19010 3.32415 -0.84 -1.60 -0.58 0.554
C 1.42215 -0.85710 4.69215 -2.53 5.09 0.99 0.578
O 0.98415 -0.26010 5.72515 1.70 -2.77 -2.70 -0.619
C 2.29215 -2.02510 4.66915 0.89 -4.74 0.00 -0.960
H 0.72615 -1.04310 2.60315 0.92 2.18 1.44 -0.270
H 2.23915 -0.07510 3.04415 -0.70 0.50 -0.68 0.100
H 0.53715 0.78290 3.30615 1.26 -1.91 0.19 -0.135
H 1.97315 -2.53610 5.64415 0.96 0.21 -1.30 0.350
H 3.45115 -1.89010 4.67415 -2.25 0.24 0.00 0.250
H 2.06515 -2.88210 3.72715 0.48 2.86 2.68 0.171
C 0.02515 0.83390 -4.99585 4.53 8.00 -2.48 -1.209
C 1.41215 0.96890 -4.27385 0.51 0.71 -6.66 0.668
O 2.27015 1.51090 -4.96185 0.08 0.07 1.23 -0.640
C 1.61115 0.34590 -3.04185 0.01 -1.03 5.43 0.759
H -0.45485 1.62490 -4.45385 -1.26 0.37 0.27 0.211
H -0.39685 -0.00110 -4.83085 -3.41 -6.07 0.69 0.517
H 0.08115 1.31990 -6.16385 0.05 -2.01 3.39 0.246
H 2.55215 0.48190 -2.41385 -0.40 -0.48 -1.81 -0.190
H 1.20715 -0.71010 -3.02885 0.43 1.18 0.15 0.372
H 0.99515 0.96090 -2.33785 -0.45 -0.84 -0.28 -0.697
```
Forces are in eV/Å.

Record 2
DFT (ωB97M-V/def2-TZVPD) results for C39H38BiClN3O3 as an isolated structure.

Calculated values
HOMO-LUMO gap = 0.26613 Ha
E_tot = -70032.2110 eV
Spin multiplicity = 1
HOMO = -10.42 eV
Charge = +1

Geometry as XYZ:
```
85
Properties=species:S:1:pos:R:3:forces:R:3:mulliken_charge:R:1
Bi 0.58651 0.40127 0.21104 0.04 -0.07 0.01 1.137
C -1.54266 3.35577 -2.62517 0.02 0.04 0.05 -1.267
C -1.11672 2.19294 -1.97381 -0.05 -0.06 -0.06 -0.350
N -0.51897 2.21977 -0.80276 -0.01 0.03 0.00 0.607
C -0.25294 3.40428 -0.19061 0.02 -0.02 0.02 -0.746
C -0.61667 4.62235 -0.78975 -0.05 0.08 -0.05 1.285
C -1.28918 4.56173 -2.03075 0.01 -0.06 -0.01 -1.067
C -0.27396 5.83837 -0.15593 0.03 -0.03 0.04 -0.935
C 0.43979 5.79480 1.00531 -0.04 -0.02 -0.06 -0.952
C 0.81371 4.57161 1.60162 0.05 0.07 0.06 -0.715
C 0.45848 3.36471 1.04663 0.03 0.01 0.01 0.454
N 0.79187 2.09892 1.52732 0.02 -0.04 0.07 0.568
C 1.41705 1.86719 2.75305 0.12 -0.19 -0.03 -0.217
C 1.20591 2.56936 3.91406 0.00 0.07 0.10 -0.213
C 1.90470 2.25661 5.10216 0.06 -0.09 -0.02 -1.217
C 2.81518 1.24048 5.15271 -0.04 0.05 -0.07 -0.949
C 3.03265 0.45438 3.99451 0.01 0.02 0.07 1.055
C 3.92913 -0.63655 3.94790 0.00 -0.02 -0.06 -0.716
C 4.05776 -1.37924 2.80405 -0.03 0.04 0.06 -1.065
C 3.25665 -1.05352 1.69920 0.04 -0.03 0.04 -0.281
N 2.42729 -0.03612 1.71482 -0.03 0.16 -0.02 -0.187
C 2.31857 0.74932 2.82001 -0.18 0.11 -0.13 0.286
H -2.02846 3.28470 -3.58682 0.00 0.00 0.00 0.538
H -1.25603 1.21736 -2.43091 0.00 0.03 0.01 0.783
H -1.57901 5.48621 -2.51416 -0.01 0.00 0.00 0.454
H -0.55804 6.77703 -0.61126 0.00 0.01 0.00 0.440
H 0.74048 6.71396 1.48961 0.00 0.00 0.00 0.430
H 1.41687 4.60831 2.49604 -0.02 -0.03 -0.01 0.768
H 0.48964 3.37893 3.93544 0.00 -0.03 -0.02 0.635
H 1.70891 2.84979 5.98527 0.00 0.00 0.01 0.426
H 3.36403 1.01985 6.05811 0.00 0.00 0.01 0.453
H 4.50828 -0.87596 4.83108 0.01 -0.01 0.00 0.476
H 4.74214 -2.21265 2.74198 0.00 0.00 0.01 0.423
H 3.29627 -1.64146 0.78869 0.00 0.01 0.00 0.587
C 0.16403 -1.72443 3.58614 -0.01 -0.01 0.01 -2.180
C -0.68929 -1.51973 2.35560 -0.01 0.05 0.04 1.218
C -1.59883 -0.45000 2.27904 -0.01 -0.04 -0.01 1.144
C -1.85296 0.48355 3.43760 0.00 -0.02 0.00 -2.282
C -2.35076 -0.25421 1.10621 -0.01 0.01 -0.03 1.122
C -3.28174 0.93113 1.03307 -0.02 -0.03 0.00 -2.312
C -2.27938 -1.18153 0.05551 0.01 0.03 0.03 1.417
C -3.15649 -1.00928 -1.16062 0.02 -0.02 0.00 -2.030
C -1.42877 -2.29333 0.16356 0.02 0.03 -0.01 1.194
C -1.41956 -3.33826 -0.93039 -0.02 0.03 0.02 -1.914
C -0.60126 -2.43222 1.28811 -0.01 -0.03 -0.07 1.167
C 0.36129 -3.59419 1.35192 0.01 -0.02 0.02 -2.590
H -0.20264 -2.56512 4.17965 0.00 -0.01 0.00 0.449
H 0.18402 -0.84887 4.22655 0.00 0.02 0.01 0.244
H 1.19854 -1.94573 3.32573 -0.02 0.00 0.02 0.234
H -1.41185 1.46825 3.26770 0.02 0.03 0.00 0.264
H -1.46893 0.10424 4.37793 0.01 -0.01 0.01 0.561
H -2.92522 0.63107 3.56523 0.01 0.01 0.01 0.489
H -4.22048 0.71313 1.55000 0.00 0.01 0.00 0.417
H -3.53491 1.20035 0.01217 0.00 0.00 -0.01 0.446
H -2.85016 1.81068 1.50981 0.01 0.00 0.00 0.395
H -4.19668 -1.24877 -0.92588 0.00 0.00 0.01 0.357
H -2.84392 -1.64713 -1.98119 0.00 0.02 -0.02 0.020
H -3.14673 0.01811 -1.52309 0.00 0.00 -0.02 0.382
H -0.87601 -3.00467 -1.82198 -0.01 0.01 0.01 0.146
H -2.43528 -3.56834 -1.24891 0.01 -0.02 -0.01 0.512
H -0.97235 -4.27010 -0.59915 0.00 0.00 -0.01 0.504
H -0.16232 -4.51968 1.60372 0.01 -0.01 0.00 0.392
H 1.13494 -3.45345 2.10142 -0.02 -0.01 -0.02 0.497
H 0.85373 -3.75590 0.39308 0.01 -0.01 0.00 0.465
C 2.02254 -2.92754 -4.85392 0.00 -0.02 0.00 -1.795
C 0.53810 -2.70983 -4.75710 -0.02 0.00 0.01 1.226
C -0.34832 -3.76559 -4.94993 0.02 0.00 0.00 -0.690
C -1.71732 -3.56228 -4.90767 0.00 0.01 0.01 0.297
Cl -2.78600 -4.90944 -5.13286 -0.01 0.00 0.00 -0.223
C -2.24359 -2.29779 -4.70273 0.00 0.00 -0.01 -0.872
C -1.37123 -1.24129 -4.49735 0.03 0.00 0.01 0.047
C 0.00034 -1.44960 -4.50015 -0.04 0.03 0.00 -0.264
O 0.81568 -0.35784 -4.25917 0.00 0.01 -0.02 -0.610
C 1.44028 -0.41615 -3.00052 -0.02 -0.02 0.06 1.343
C 1.79287 0.96901 -2.46985 -0.08 -0.05 0.02 -0.088
O 1.74461 1.96728 -3.12973 0.02 0.03 -0.04 -0.575
O 2.13099 0.92777 -1.17800 0.04 -0.01 0.00 -0.705
H 2.24034 -3.72835 -5.55867 0.01 0.00 0.01 0.510
H 2.44997 -3.21616 -3.89080 0.00 0.00 0.01 0.262
H 2.52677 -2.02362 -5.19260 0.00 0.00 -0.01 0.387
H 0.03446 -4.75773 -5.15194 0.00 0.00 0.00 0.482
H -3.31409 -2.14530 -4.70969 0.00 0.00 0.00 0.452
H -1.74544 -0.23565 -4.35048 0.00 0.00 0.01 0.609
H 2.35252 -1.02259 -3.01406 0.02 0.03 0.00 0.339
H 0.75728 -0.89731 -2.27993 0.03 -0.02 -0.03 -0.792
```
Forces are in eV/Å.

> What is the formula in the first record?

C39H38BF4O23

> Which of these has the lowest charge?

C39H38BF4O23